1.
C42H34BiBrClGeN7O4 | wB97M-V/def2-TZVPD

Structure (XYZ):
```
91
Properties=species:S:1:pos:R:3:forces:R:3:mulliken_charge:R:1
Bi -0.8217 0.3784 0.0249 -0.010 -0.319 0.352 2.613
Br -4.3583 1.1239 -1.7226 0.009 0.037 0.029 -0.134
Ge 3.9255 2.6783 2.6784 0.111 -0.109 0.098 0.823
Cl -0.9534 2.6442 1.2915 -0.081 0.231 -0.194 -0.488
O -1.2900 -0.4421 2.1291 -0.629 -0.164 -0.432 -0.938
O 1.8416 1.6182 0.0901 -0.141 0.038 -0.333 -0.326
O -2.5489 -0.5239 3.9825 0.188 0.084 -0.296 -0.731
O 2.4226 -0.5280 0.3818 0.066 -0.204 -0.026 -0.322
N -2.4604 -4.1345 0.5536 0.019 0.022 -0.122 0.154
N 0.8865 -2.1878 0.6017 -0.152 -0.105 0.065 -0.396
N -3.4836 0.5694 0.8165 0.004 0.080 0.062 0.007
N -0.2476 1.8148 -2.1928 0.085 0.154 -0.126 0.212
N -0.7376 -2.2426 -2.5395 0.078 -0.408 -1.015 -1.224
N -0.5745 -0.9028 -2.4591 0.135 0.352 0.839 0.432
N -1.8584 -2.1436 -0.5032 -0.083 0.083 0.093 0.004
C -3.4274 0.6523 2.1481 -0.049 -0.095 -0.144 0.668
C -0.9110 -5.0948 -2.6221 0.081 0.015 -0.108 -0.243
C -2.1406 -6.3202 -0.4497 -0.018 -0.065 0.096 -0.902
C -5.3223 2.0827 0.7963 -0.055 0.064 0.083 -0.717
C -2.3755 -2.7953 0.4813 0.066 -0.012 -0.079 -0.489
C 2.6961 0.7692 0.1722 -0.044 0.098 0.226 0.525
C -0.9531 -0.1527 -3.4058 -0.166 -0.048 -0.175 -0.636
C 6.6848 3.4406 3.4692 -0.065 -0.047 0.004 -0.425
C 1.0761 -0.9585 0.4370 0.121 -0.003 -0.039 0.096
C -2.3380 -0.1639 2.8317 -0.414 -0.161 -0.071 0.387
C -4.3234 1.4163 2.8754 0.038 -0.043 0.099 -0.926
C -1.2968 -2.8474 -1.5641 -0.060 0.327 0.431 -0.042
C 5.8633 4.9857 5.6206 0.012 -0.017 -0.033 -0.696
C 3.2783 4.1832 1.6146 -0.036 -0.124 0.005 0.464
C 1.6928 5.9583 1.2029 0.012 -0.024 0.000 -0.660
C -0.1769 3.9740 -3.2022 0.023 -0.009 0.078 -0.899
C -1.3807 -4.3115 -1.5697 -0.153 -0.018 0.040 0.893
C 2.0722 4.8169 1.9003 -0.020 -0.035 -0.061 -0.142
C 7.6222 4.1420 4.2190 0.007 0.010 0.008 -0.691
C 7.2126 4.9163 5.2948 -0.035 -0.020 -0.023 -0.446
C 4.1021 4.7136 0.6208 -0.061 0.042 0.028 -0.528
C 2.6110 1.8231 3.8387 -0.036 0.080 -0.103 -0.009
C 4.7117 1.2202 1.5799 -0.003 0.133 -0.082 -1.118
C -4.3920 1.2719 0.1772 0.102 -0.154 0.066 0.097
C 0.8395 0.3433 5.4129 0.108 0.047 0.035 -0.737
C 0.4800 0.7017 4.1203 -0.086 0.138 0.130 0.054
C -0.6464 3.4464 -4.3907 0.021 0.058 -0.067 -0.338
C -0.6887 1.2974 -3.3487 -0.012 0.201 0.136 0.905
C -5.2772 2.1425 2.1846 -0.038 0.041 -0.101 -0.409
C -0.9128 2.0890 -4.4664 -0.054 -0.138 -0.044 -0.927
C 5.3280 3.5002 3.7805 -0.029 -0.046 0.034 0.171
C -1.6809 -7.0786 -1.5069 -0.002 0.011 0.032 -0.397
C 2.9583 1.4577 5.1406 -0.055 -0.009 -0.037 -0.472
C 1.3624 1.4392 3.3402 0.160 -0.002 0.057 0.622
C 4.1779 1.0232 0.1480 -0.020 0.013 0.091 -0.872
C 4.9316 4.2870 4.8658 0.052 -0.023 -0.042 -0.261
C -1.0618 -6.4662 -2.5961 0.027 0.006 -0.030 -0.787
C -1.9921 -4.9368 -0.4851 0.043 0.016 -0.030 -0.148
C 2.5227 6.4813 0.2211 0.017 -0.014 -0.039 -0.497
C -0.0030 3.1233 -2.1174 -0.013 -0.202 -0.066 -0.393
C 3.7289 5.8554 -0.0755 -0.016 -0.026 0.023 -0.784
C 2.0749 0.7248 5.9245 -0.011 -0.001 -0.053 -0.593
H -0.7042 -7.0652 -3.4236 0.001 0.010 0.035 0.406
H 4.6650 0.1547 -0.2951 0.011 0.012 -0.092 0.565
H 5.5384 5.5882 6.4602 0.000 -0.004 -0.016 0.384
H -0.4830 0.4085 3.7147 0.747 0.200 0.456 0.135
H 7.0224 2.8404 2.6293 0.018 0.046 0.053 0.167
H 2.2355 7.3826 -0.3085 0.001 -0.045 -0.001 0.404
H -1.5038 -0.5378 -4.2650 0.149 -0.073 -0.071 0.317
H 8.6732 4.0859 3.9612 -0.019 -0.001 0.002 0.402
H 4.5311 0.3003 2.1392 0.048 0.021 0.092 0.509
H 0.7472 6.4374 1.4271 0.026 -0.006 0.012 0.430
H -2.7785 -2.2458 1.3225 0.057 -0.018 0.028 0.374
H -1.2865 1.6351 -5.3764 0.025 0.045 0.015 0.421
H -0.4284 -4.5973 -3.4552 -0.071 -0.033 0.056 0.478
H -2.8608 -4.5622 1.3698 -0.037 0.006 0.068 0.268
H 0.0504 5.0255 -3.0982 -0.021 0.010 -0.006 0.471
H 0.1559 -0.2347 6.0237 -0.019 0.025 -0.042 0.487
H 5.0579 4.2437 0.4007 -0.039 0.038 -0.013 0.387
H 3.8778 4.3544 5.1207 0.046 0.013 0.018 0.423
H -4.2426 1.4313 3.9535 -0.023 -0.001 -0.041 0.495
H 2.3523 0.4521 6.9359 0.005 -0.011 -0.012 0.395
H 4.3800 6.2624 -0.8407 -0.019 -0.005 0.027 0.412
H 1.4176 4.4144 2.6657 -0.016 -0.005 -0.043 0.363
H 4.3611 1.8965 -0.4761 -0.045 0.053 0.036 0.227
H 5.7943 1.3544 1.5375 -0.020 -0.019 -0.057 0.459
H 7.9412 5.4686 5.8754 -0.008 -0.021 0.003 0.375
H -6.0427 2.6460 0.2215 0.013 -0.022 0.003 0.422
H -1.8049 -8.1540 -1.4862 0.013 0.029 0.003 0.400
H -0.8019 4.0821 -5.2535 -0.004 -0.014 0.024 0.428
H 1.7506 -2.7241 0.7121 0.091 0.134 -0.015 0.251
H -2.6152 -6.7879 0.4066 0.012 0.009 -0.058 0.388
H -5.9884 2.7623 2.7163 0.028 0.001 -0.007 0.422
H 3.9234 1.7450 5.5446 -0.023 -0.016 0.021 0.376
H 1.0633 1.7277 2.3363 0.109 -0.040 0.256 -0.305
H 0.3308 3.4935 -1.1538 0.020 -0.052 -0.004 0.480
```
Forces are in eV/Å.

Calculated values
**Net charge**: 0
**Molecular weight**: 1097.73 Da
**HOMO**: -8.1 eV
**Kohn-Sham gap**: 7.65 eV
**Strongest force on any atom**: 0.0213 Eh/bohr

=====

2.
C43H36BrCl2GeNOOs | wB97M-V/def2-TZVPD

Structure (XYZ):
```
86
Properties=species:S:1:pos:R:3:forces:R:3:mulliken_spin:R:1
Os 0.8918 0.5176 0.3342 0.562 -2.506 -0.017 1.118
Br 1.6697 2.6639 1.3454 0.328 0.408 0.227 0.010
Ge 1.8609 0.8516 -2.0459 -0.694 0.398 -0.081 0.075
Cl -1.5608 -3.1756 -1.4099 0.020 0.005 -0.026 -0.010
Cl 3.0551 -1.2439 0.5701 -0.039 0.445 0.078 0.011
O 0.9165 -0.5395 2.5276 0.037 0.018 -0.349 0.011
N 0.2486 -1.0789 -0.3591 -0.386 0.176 0.296 -0.206
C -4.5889 -1.0891 5.9925 0.096 -0.009 0.003 0.000
C -2.8190 -1.6837 4.3044 -0.094 -0.050 -0.011 -0.002
C -1.2104 -2.3846 2.5311 -0.043 0.127 0.069 0.009
C 0.6002 -4.6876 -0.9199 0.112 -0.161 0.017 0.036
C 1.8127 1.1991 -5.2727 -0.183 -0.007 0.215 0.000
C -1.9038 1.4006 -4.9192 0.026 0.034 -0.203 0.000
C 0.8004 -2.3125 -0.4119 0.384 0.178 -0.115 0.020
C -0.1633 4.5013 2.5160 -0.165 0.273 0.179 0.021
C 0.5426 -0.1957 3.6443 -0.116 0.095 0.369 0.017
C 2.8470 -0.6962 -2.6699 0.077 -0.304 0.340 -0.016
C 1.9032 -4.8902 -0.4769 -0.001 -0.075 -0.040 -0.081
C 0.8230 1.6226 -7.4314 0.266 -0.019 -0.027 0.000
C -3.1919 -0.9749 5.4473 -0.063 -0.099 -0.006 0.000
C -0.6038 1.4114 -5.4893 0.052 -0.016 0.027 0.003
C -2.0722 1.2357 -3.5816 0.077 -0.049 0.258 0.008
C -0.9787 0.0032 5.5409 0.075 0.106 0.103 -0.001
C 2.6803 -3.8375 -0.0039 0.090 -0.079 0.029 0.026
C 2.8276 -2.8865 -3.6981 -0.078 0.079 0.056 -0.003
C -0.0453 3.3101 1.8794 0.214 -0.042 -0.160 0.011
C 2.1518 -1.7495 -3.2645 0.132 -0.090 -0.127 -0.006
C -3.3510 0.9507 0.8713 0.059 -0.135 -0.038 -0.037
C -3.5152 2.1273 1.5397 -0.057 0.099 0.051 0.067
C -2.3968 2.9345 1.8700 -0.113 0.009 0.018 -0.014
C -2.2444 -0.1746 6.0744 0.005 0.088 0.080 0.000
C -0.9388 1.2204 0.8342 0.658 0.709 -0.528 -0.121
C 2.9764 2.4313 -2.1238 0.278 0.221 0.242 -0.001
C 0.3341 1.0539 -3.2398 -0.159 0.032 -0.226 -0.043
C -2.5476 4.1828 2.5273 -0.114 -0.095 -0.034 0.022
C 1.9568 1.3987 -6.6129 -0.080 0.032 -0.214 0.000
C -1.5675 -1.5453 3.7334 -0.015 -0.104 -0.245 -0.003
C 4.2290 -0.7987 -2.5074 0.036 -0.159 -0.171 -0.004
C 2.1234 -2.5831 0.0132 -0.182 0.006 -0.036 -0.043
C -1.4648 4.9484 2.8486 0.217 0.019 0.015 -0.015
C -0.4211 1.6195 -6.8815 -0.184 -0.011 0.091 -0.001
C -1.1056 2.4742 1.5178 -0.382 -0.171 0.001 0.066
C -0.6602 -0.6336 4.3206 0.102 0.073 0.050 -0.004
C 4.2039 -2.9806 -3.5307 0.040 0.035 0.028 0.002
C 0.0150 0.8584 6.3023 -0.143 0.003 -0.138 0.000
C 0.5283 1.2167 -4.6549 0.013 0.019 -0.017 0.004
C 0.0562 -3.4226 -0.8825 -0.086 0.237 -0.017 -0.070
C -0.9422 1.0681 -2.7409 -0.131 0.036 -0.336 0.063
C -2.0617 0.5039 0.5014 -0.473 -0.170 0.241 0.057
C 4.9081 -1.9329 -2.9447 -0.068 0.066 0.043 0.001
H 0.9771 0.3599 6.4125 0.008 -0.007 0.010 0.000
H -1.2972 1.7847 -7.5019 0.064 -0.031 0.064 0.000
H 1.1365 0.5603 4.1725 0.017 0.086 0.041 0.004
H -5.2786 -0.5143 5.3707 0.001 -0.001 -0.004 0.000
H -3.5502 4.5270 2.7619 0.095 -0.055 0.012 0.000
H 0.1890 1.8220 5.8169 -0.017 -0.028 -0.010 0.000
H -4.2124 0.3463 0.6120 0.037 0.033 0.003 0.002
H 4.7854 0.0127 -2.0465 -0.012 -0.055 -0.018 -0.001
H 2.3488 3.3197 -2.0370 0.076 -0.031 -0.025 -0.001
H -2.7617 1.5229 -5.5734 0.079 0.031 0.036 0.000
H -0.3666 1.0640 7.3000 -0.018 -0.007 -0.004 0.000
H 3.4868 2.4429 -3.0889 -0.007 0.087 0.078 -0.001
H -4.9314 -2.1240 5.9859 0.013 0.010 -0.001 0.000
H 2.3242 -5.8897 -0.5010 -0.049 0.100 -0.008 -0.004
H 0.7082 5.0971 2.7596 -0.068 -0.012 -0.042 0.001
H -2.5035 0.3281 7.0018 0.026 -0.051 -0.075 0.000
H 0.0082 -5.5133 -1.2927 0.028 0.038 0.040 -0.001
H -3.5312 -2.3656 3.8462 0.066 0.066 0.061 0.000
H 0.9488 1.7900 -8.4948 0.015 -0.018 0.069 0.000
H -4.6562 -0.7045 7.0100 0.019 -0.023 -0.047 0.000
H 2.6923 1.0030 -4.6712 -0.030 0.038 -0.043 -0.001
H -3.0679 1.2348 -3.1512 0.070 -0.012 0.000 0.000
H -0.9617 -1.7656 1.6701 -0.067 -0.034 0.053 -0.003
H -1.5890 5.9020 3.3480 0.023 -0.083 -0.039 -0.001
H 3.6959 -3.9973 0.3399 -0.106 0.015 -0.062 0.000
H -1.1102 0.9455 -1.6847 -0.014 0.012 0.011 0.005
H -1.9591 -0.4221 -0.0497 -0.036 0.059 -0.004 0.020
H 5.9844 -2.0002 -2.8284 -0.074 0.004 -0.003 0.000
H 2.9457 1.3831 -7.0569 -0.068 -0.002 0.013 0.000
H -0.3318 -3.0015 2.7381 -0.028 0.040 -0.011 -0.001
H 2.2794 -3.6959 -4.1680 0.033 0.051 0.021 0.000
H -4.5046 2.4685 1.8247 0.048 -0.008 -0.035 0.002
H 1.0782 -1.6700 -3.4145 0.041 -0.025 0.018 0.000
H 3.7253 2.4476 -1.3267 -0.036 0.037 -0.118 0.002
H -2.0413 -3.0379 2.2658 0.009 0.004 0.044 0.000
H 4.7321 -3.8686 -3.8627 -0.044 0.093 0.008 0.000
```
Forces are in eV/Å.

Calculated values
**Spin multiplicity**: 2
**Net charge**: +1
**Molecular weight**: 996.42 Da
**HOMO (spin up / spin down)**: -10.1 / -10.1 eV
**Kohn-Sham gap (spin up / spin down)**: 5.60 / 5.77 eV
**Energy above the lowest of the compared OMol25 structures with the same formula, charge and spin**: 0.7995 eV
**Strongest force on any atom**: 0.0499 Eh/bohr

=====

3.
C34H30NO10PS2 | wB97M-V/def2-TZVPD

Structure (XYZ):
```
78
Properties=species:S:1:pos:R:3:forces:R:3:mulliken_charge:R:1
S -4.3198 -0.7092 -3.2321 0.086 -0.301 0.462 -0.229
S 1.2498 4.1656 -1.9197 -0.021 -1.086 -0.016 -0.355
P -1.1315 -1.8060 1.5070 0.541 -0.642 0.238 0.845
O -0.7791 -1.7696 -3.4914 0.048 -0.159 -0.036 -0.414
O -5.8553 -0.3881 8.1303 0.108 0.019 -0.094 -0.542
O -1.8335 0.4631 4.7892 -0.189 0.052 0.365 -0.490
O 4.1357 1.9660 0.9637 0.207 -0.168 -0.082 -0.617
O -1.2075 -2.7863 2.8710 -0.822 1.098 -1.673 -0.498
O 2.0755 3.7735 1.1565 -0.523 -1.084 -1.382 -0.597
O -0.0410 -2.2442 0.5980 -1.011 0.318 0.731 -0.601
O -2.6464 -1.9003 0.8013 1.523 -0.266 1.018 -0.550
O 5.2790 -2.8068 2.9538 -0.025 0.137 -0.045 -0.560
O 3.7888 -4.4554 -3.5502 -0.108 0.058 -0.053 -0.572
N -0.8267 2.1418 -2.6109 0.982 -1.055 -0.331 0.045
C 1.3818 3.0815 -3.3906 -0.733 -1.081 -0.321 0.568
C 5.0165 -1.7138 2.4976 0.045 -0.259 0.090 0.307
C -4.8901 1.0137 6.5068 0.084 0.128 -0.150 -0.398
C -2.8000 -0.9379 6.4133 -0.048 -0.141 0.118 -0.349
C 0.3752 1.2167 -4.7037 1.316 1.067 0.203 -0.251
C 0.6140 2.9531 -0.7036 -0.711 -0.970 -0.437 0.465
C 2.7419 -3.8398 -3.5347 0.227 -0.101 0.126 0.265
C -3.8118 -1.1526 7.2522 0.182 -0.081 -0.080 -0.386
C 4.4649 -0.6363 3.3515 -0.079 0.194 0.031 -0.414
C 1.8667 -3.7841 -4.7293 -0.157 0.044 -0.137 -0.430
C 4.1793 0.5638 2.8505 -0.025 -0.061 0.180 -0.255
C -0.3999 2.0146 -1.2456 1.188 0.002 3.231 -0.063
C 0.5809 1.8957 1.5828 -1.392 -0.309 -2.317 -0.490
C 4.9501 -0.2042 0.5654 0.058 -0.153 -0.076 -0.393
C 1.0934 2.9059 0.6627 -1.080 -1.467 0.083 -0.790
C 2.2913 -3.1165 -2.3252 -0.130 0.088 -0.003 -0.520
C 2.5072 3.1736 -4.2952 -0.720 -1.163 -0.559 -0.603
C -0.9662 -0.0809 2.1418 -0.885 0.802 -0.466 -0.618
C 1.5237 1.2982 -5.6135 0.530 1.470 1.088 -0.688
C -0.4353 0.9455 1.0998 1.522 1.644 -1.006 0.432
C 0.7199 -3.1083 -4.7153 0.059 -0.068 -0.152 -0.384
C -3.2733 1.7991 -2.2880 0.154 -0.991 -0.385 -0.599
C 5.2361 -1.4047 1.0656 -0.008 0.123 -0.171 -0.383
C 2.6093 2.2789 -5.4424 -2.545 -0.680 1.560 -0.504
C 4.3992 0.8712 1.4197 -0.072 0.083 -0.060 0.433
C -4.2786 0.6250 -1.9305 0.358 0.536 -0.372 -0.486
C -4.9349 -0.1931 7.3646 -0.208 -0.037 0.176 0.323
C -3.8780 1.2276 5.6682 -0.161 0.081 0.034 -0.309
C -2.7563 0.2683 5.5567 0.135 0.031 -0.063 0.430
C -1.9374 1.2364 -2.9667 -1.423 0.338 0.549 -0.847
C 0.2609 2.1234 -3.5549 2.706 0.394 -1.871 0.200
C -0.8899 1.0064 -0.2994 0.753 0.770 0.709 0.589
C 1.1441 -2.4400 -2.3107 0.101 0.134 0.139 -0.253
C 0.2705 -2.3850 -3.5039 -0.001 0.038 0.073 0.278
H -3.8613 -2.0291 7.8858 -0.039 0.024 0.018 0.408
H 3.4621 2.2761 -6.1616 -0.859 0.205 0.849 0.353
H -3.4410 -1.6628 -2.7515 -0.489 1.014 -0.103 0.100
H -5.7188 1.7041 6.6008 -0.010 -0.034 0.034 0.402
H 1.6327 0.6173 -6.4959 -0.468 0.550 1.061 0.311
H -1.9706 -1.6279 6.3185 0.016 0.035 -0.041 0.455
H 4.3098 -0.8790 4.3953 0.016 -0.043 -0.019 0.431
H 0.9437 1.8497 2.6334 -0.277 0.144 -0.999 0.334
H -2.6861 -2.7511 0.3228 0.003 0.469 0.001 0.334
H 0.7999 -1.9048 -1.4338 -0.044 -0.051 0.019 0.601
H -3.8279 2.1041 5.0342 0.042 -0.016 -0.010 0.440
H -1.7128 0.1833 -2.6617 -0.211 0.864 -0.308 0.185
H -1.9938 0.2714 2.4522 0.966 -0.548 -0.251 0.214
H -2.0460 -3.2850 2.8645 0.453 0.256 0.142 0.314
H 2.8907 3.4441 0.7091 -0.335 0.553 0.599 0.406
H -3.0683 2.3752 -1.3516 -0.033 -0.405 -0.836 0.334
H -3.7337 2.4807 -3.0521 0.267 -0.531 0.886 0.404
H 5.1046 0.0394 -0.4784 -0.029 0.042 0.013 0.470
H 0.0684 -3.0564 -5.5791 -0.022 0.019 0.023 0.446
H -5.3150 1.0604 -1.9390 0.937 -0.698 0.315 0.408
H 2.9418 -3.1681 -1.4611 -0.003 -0.020 -0.008 0.598
H -0.3503 -0.0114 3.0784 -0.545 -0.523 -1.059 0.421
H -4.0284 0.1422 -0.9537 -0.362 0.540 -0.757 0.128
H -1.6423 0.2475 -0.6094 0.683 0.742 0.185 0.157
H -2.1691 1.2256 -4.0664 0.742 0.156 1.125 0.726
H 5.6389 -2.2039 0.4561 0.000 -0.024 0.039 0.463
H 3.7762 1.3639 3.4590 0.001 0.034 -0.050 0.453
H 3.3190 3.9276 -4.1297 -0.991 -0.789 0.056 0.338
H 2.2115 -4.3195 -5.6051 0.035 -0.010 0.027 0.413
H -0.3975 0.4406 -4.8924 0.721 0.718 0.187 0.211
```
Forces are in eV/Å.

Calculated values
**Net charge**: 0
**Molecular weight**: 707.72 Da
**HOMO**: -7.7 eV
**Structure (SMILES)**: O=P(O)(O)Cc1cc(O)c2c(c1)N(CCCS)c1ccccc1S2.O=C1C=CC(=O)C=C1.O=C1C=CC(=O)C=C1.O=C1C=CC(=O)C=C1
**Kohn-Sham gap**: 5.75 eV
**Energy above the lowest of the compared OMol25 structures with the same formula, charge and spin**: 2.8044 eV
**Strongest force on any atom**: 0.0670 Eh/bohr